Arrangement A

# C18H54O9

9 unconnected molecules or ions with the total composition C18H54O9 (ωB97M-V/def2-TZVPD, OMol25).

Geometry as ORCA input:
```
! wB97M-V def2-TZVPD RIJCOSX def2/J DEFGRID3
* xyz 0 1
C -4.52 -1.67 -0.05
C -5.56 -2.38 -0.90
O -5.49 -1.88 -2.24
H -4.35 -2.21 0.88
H -4.80 -0.64 0.17
H -3.56 -1.70 -0.58
H -6.57 -2.18 -0.54
H -5.26 -3.43 -0.87
H -5.90 -2.50 -2.85
C 2.76 4.89 2.34
C 2.69 3.90 1.20
O 3.97 3.85 0.59
H 3.33 5.77 2.03
H 3.19 4.49 3.26
H 1.76 5.27 2.56
H 2.00 4.28 0.43
H 2.36 2.90 1.51
H 4.04 3.24 -0.15
C -4.23 3.05 -3.25
C -4.27 1.55 -3.04
O -5.08 1.27 -1.93
H -5.23 3.42 -3.50
H -3.53 3.30 -4.05
H -3.86 3.52 -2.34
H -3.23 1.19 -3.01
H -4.63 0.98 -3.91
H -5.16 0.31 -1.80
C 3.32 0.01 -2.57
C 3.77 1.41 -2.17
O 2.64 2.07 -1.58
H 3.07 -0.60 -1.69
H 4.08 -0.55 -3.10
H 2.38 0.02 -3.13
H 4.20 1.92 -3.03
H 4.53 1.35 -1.39
H 2.58 3.01 -1.80
C 4.98 -0.97 2.46
C 4.33 0.03 1.55
O 2.90 -0.18 1.68
H 4.69 -1.99 2.18
H 4.59 -0.86 3.47
H 6.07 -0.99 2.40
H 4.58 -0.17 0.50
H 4.54 1.06 1.84
H 2.38 0.20 0.96
C -2.85 1.89 2.17
C -1.64 2.83 2.34
O -1.30 3.47 1.14
H -3.70 2.35 1.67
H -3.10 1.47 3.14
H -2.55 1.02 1.57
H -0.83 2.26 2.82
H -1.93 3.61 3.04
H -0.83 2.83 0.58
C -1.21 0.32 -1.25
C -0.18 0.14 -0.14
O 0.61 1.31 0.04
H -1.72 -0.65 -1.32
H -0.68 0.65 -2.14
H -1.95 1.06 -0.94
H 0.42 -0.71 -0.46
H -0.67 -0.04 0.82
H 1.31 1.40 -0.64
C 2.07 -3.53 3.60
C 0.94 -3.35 2.62
O 1.40 -2.72 1.41
H 2.85 -4.18 3.21
H 1.67 -3.99 4.51
H 2.43 -2.56 3.95
H 0.16 -2.73 3.09
H 0.52 -4.30 2.28
H 1.98 -1.97 1.64
C -0.65 -4.86 -2.47
C 0.16 -4.30 -1.32
O -0.44 -3.07 -0.94
H -0.69 -4.21 -3.34
H -1.55 -5.30 -2.06
H -0.11 -5.70 -2.94
H 1.21 -4.12 -1.63
H 0.32 -4.94 -0.45
H 0.05 -2.71 -0.19
*
```

E_HOMO: -9.53 eV
Kohn-Sham gap: 9.971 eV
LUMO level: 0.438 eV

***

Arrangement B

# C18H54O9

9 unconnected molecules or ions with the total composition C18H54O9 (ωB97M-V/def2-TZVPD, OMol25).

Geometry as ORCA input:
```
! wB97M-V def2-TZVPD RIJCOSX def2/J DEFGRID3
* xyz 0 1
C 12.87 12.10 12.37
C 14.21 11.77 11.79
O 14.32 12.11 10.38
H 12.71 13.18 12.43
H 12.72 11.79 13.40
H 12.00 11.73 11.84
H 14.45 10.71 11.74
H 15.02 12.23 12.36
H 13.66 11.51 10.03
C 12.65 6.85 14.83
C 12.33 8.13 13.98
O 13.21 9.16 14.46
H 12.20 7.06 15.80
H 13.72 6.64 14.88
H 12.15 6.02 14.34
H 11.27 8.37 13.90
H 12.62 7.92 12.96
H 14.11 9.05 14.15
C 16.83 14.48 10.36
C 15.79 15.30 11.12
O 16.32 16.36 11.83
H 17.64 14.15 11.01
H 17.37 15.14 9.68
H 16.45 13.60 9.84
H 14.96 14.76 11.58
H 15.33 15.86 10.30
H 15.73 17.06 11.53
C 10.39 9.50 11.07
C 9.67 10.00 9.80
O 10.10 9.26 8.66
H 10.05 8.49 11.29
H 10.25 10.14 11.94
H 11.46 9.47 10.84
H 9.99 11.03 9.64
H 8.59 10.01 9.99
H 9.43 9.50 8.01
C 14.58 14.44 6.08
C 15.03 13.92 7.43
O 13.88 13.93 8.27
H 13.78 13.85 5.63
H 15.29 14.51 5.25
H 14.27 15.48 6.10
H 15.81 14.45 7.97
H 15.40 12.89 7.37
H 14.13 13.66 9.16
C 10.02 15.56 12.73
C 9.21 14.99 13.96
O 9.72 13.71 14.21
H 10.95 16.09 12.91
H 9.31 16.20 12.21
H 10.42 14.80 12.07
H 8.13 15.07 13.84
H 9.51 15.57 14.83
H 10.46 13.79 14.81
C 10.83 9.14 17.40
C 12.18 9.78 17.44
O 12.50 10.58 16.34
H 10.71 8.40 16.61
H 10.00 9.85 17.37
H 10.71 8.77 18.42
H 12.94 9.03 17.68
H 12.18 10.42 18.32
H 12.68 9.99 15.61
C 11.95 11.08 6.43
C 13.08 10.44 7.34
O 12.70 10.37 8.68
H 11.92 10.63 5.43
H 12.20 12.14 6.41
H 10.91 10.95 6.70
H 13.94 11.09 7.20
H 13.38 9.52 6.84
H 11.95 9.78 8.68
C 16.66 10.54 15.11
C 16.42 9.06 15.06
O 15.89 8.64 13.74
H 17.31 10.78 14.27
H 16.94 10.86 16.12
H 15.72 11.02 14.86
H 15.80 8.70 15.88
H 17.41 8.60 15.19
H 16.59 8.71 13.09
*
```

E_HOMO: -9.43 eV
Kohn-Sham gap: 9.977 eV
LUMO level: 0.544 eV

***

Which one is most stable, and which one is least stable? arrangement A is the most stable of them, while arrangement B is the least stable.

***

Arrangement A

# C6H13N3

A single C6H13N3 molecule (ωB97M-V/def2-TZVPD, OMol25).

Geometry as ORCA input:
```
! wB97M-V def2-TZVPD RIJCOSX def2/J DEFGRID3
* xyz 0 1
C 0.09 -0.88 -0.16
C 1.42 -0.34 0.39
C -0.46 -1.93 0.81
N -1.13 1.16 0.63
C -1.05 0.14 -0.31
N 0.26 -1.53 -1.46
C -0.23 2.23 0.72
C 0.59 2.65 -0.23
N -2.04 -0.04 -1.07
H -2.09 1.45 0.75
H 0.62 -0.86 -2.14
H 0.92 -2.29 -1.39
H -1.96 -0.87 -1.65
H -0.29 2.74 1.68
H 0.33 -2.61 1.13
H 1.86 0.39 -0.28
H 1.27 0.12 1.36
H 2.11 -1.17 0.49
H -0.89 -1.46 1.69
H -1.23 -2.51 0.32
H 0.62 2.17 -1.21
H 1.27 3.47 -0.07
*
```

E_HOMO: -8.74 eV
Kohn-Sham gap: 9.705 eV
LUMO level: 0.966 eV

***

Arrangement B

# C6H13N3

A single C6H13N3 molecule (ωB97M-V/def2-TZVPD, OMol25).

Geometry as ORCA input:
```
! wB97M-V def2-TZVPD RIJCOSX def2/J DEFGRID3
* xyz 0 1
C -0.63 0.38 1.27
C -0.03 1.30 0.17
C -0.97 0.19 -0.18
C -2.39 0.49 -0.59
C 2.42 0.49 0.67
C 0.05 -2.13 -0.30
N 1.24 0.19 -1.31
N 1.32 0.94 -0.21
N -0.41 -0.92 -0.97
H 0.12 -0.30 1.68
H -1.41 0.76 1.91
H -0.31 2.24 -0.06
H -3.13 -0.22 -0.12
H -2.68 0.56 -1.73
H -2.75 1.41 -0.13
H 3.35 0.90 0.27
H 2.27 0.92 1.64
H 2.53 -0.59 0.64
H 0.93 -2.64 -0.82
H 0.44 -1.87 0.67
H -0.69 -2.84 -0.35
H 0.74 0.74 -2.15
*
```

E_HOMO (alpha / beta): -7.92 / -7.92 eV
Kohn-Sham gap (alpha / beta): 8.910 / 8.909 eV
LUMO level (alpha / beta): 0.992 / 0.992 eV

***

Arrangement C

# C6H13N3

A single C6H13N3 molecule (ωB97M-V/def2-TZVPD, OMol25).

Geometry as ORCA input:
```
! wB97M-V def2-TZVPD RIJCOSX def2/J DEFGRID3
* xyz 0 1
C -0.94 2.55 0.03
C -2.20 -0.08 0.35
C -0.08 -2.35 -0.28
C 1.53 -0.39 -0.03
C -0.74 0.15 0.03
C 0.25 -0.93 0.04
N 2.39 -0.76 -1.02
N 2.07 0.40 0.95
N -0.25 1.32 -0.30
H 1.89 -1.01 -1.87
H 3.05 0.00 -1.20
H 1.50 0.44 1.79
H 3.06 0.58 0.88
H -1.94 2.61 -0.41
H -1.01 2.68 1.11
H -0.36 3.39 -0.36
H -2.47 0.46 1.26
H -2.42 -1.14 0.50
H -2.81 0.29 -0.47
H 0.78 -3.01 -0.11
H -0.87 -2.72 0.39
H -0.41 -2.49 -1.31
*
```

E_HOMO: -6.44 eV
Kohn-Sham gap: 7.309 eV
LUMO level: 0.872 eV

***

Arrangement D

# C6H13N3

2 unconnected molecules or ions with the total composition C6H13N3 (ωB97M-V/def2-TZVPD, OMol25).

Geometry as ORCA input:
```
! wB97M-V def2-TZVPD RIJCOSX def2/J DEFGRID3
* xyz 0 1
C -0.23 0.70 -0.04
C -0.19 -0.64 -0.05
C -0.17 1.39 1.28
C 0.00 1.62 -1.28
C -0.16 -1.48 -1.24
C -0.24 -1.46 1.21
N 4.47 0.57 0.06
N 3.52 -0.02 0.00
N 2.51 -0.63 0.00
H 0.22 2.46 1.14
H 0.51 0.84 2.09
H -1.26 1.42 1.80
H -0.85 1.44 -2.09
H 0.88 1.28 -1.61
H -0.05 2.63 -1.06
H -0.98 -1.04 -1.99
H -0.46 -2.54 -1.03
H 0.85 -1.47 -1.62
H 0.03 -1.04 2.23
H 0.59 -2.25 1.22
H -1.28 -1.91 1.42
H 1.65 -0.35 0.44
*
```

E_HOMO: -8.82 eV
Kohn-Sham gap: 9.696 eV
LUMO level: 0.872 eV

***

Which one is most stable, and which one is least stable? arrangement A is the most stable of them, while arrangement B is the least stable.

***

Arrangement A

# C6H13N3

A molecular structure, C6H13N3 (ωB97M-V/def2-TZVPD, OMol25).

Geometry as ORCA input:
```
! wB97M-V def2-TZVPD RIJCOSX def2/J DEFGRID3
* xyz 0 1
C 2.18 -1.38 -2.70
C 1.44 0.51 0.43
C 1.31 -0.44 -0.72
N 0.19 -1.23 -0.69
N 2.24 -0.47 -1.59
H -0.02 -1.79 -1.49
H -0.62 -0.88 -0.15
H 3.03 -1.15 -3.35
H 2.26 -2.42 -2.38
H 1.26 -1.27 -3.29
H 2.33 1.11 0.30
H 0.56 1.16 0.49
H 1.50 -0.05 1.36
C -2.80 0.42 2.82
N -2.31 1.28 -0.57
C -2.06 0.38 0.35
C -2.54 0.54 1.64
H -1.93 1.14 -1.50
H -2.86 2.13 -0.43
H 0.24 1.12 4.06
H -0.35 0.92 3.59
H -3.06 0.38 3.83
*
```

E_HOMO: -8.27 eV
Kohn-Sham gap: 8.128 eV
LUMO level: -0.137 eV

***

Arrangement B

# C6H13N3

2 unconnected molecules or ions with the total composition C6H13N3 (ωB97M-V/def2-TZVPD, OMol25).

Geometry as ORCA input:
```
! wB97M-V def2-TZVPD RIJCOSX def2/J DEFGRID3
* xyz 0 1
C 0.51 0.06 1.51
C 1.57 0.51 -1.52
C -0.60 -0.72 2.14
N 0.66 -0.58 -1.18
C -0.72 -0.35 -1.33
N 1.02 1.12 2.21
C -1.29 0.84 -0.60
C -1.52 -1.22 -1.95
N -0.81 1.33 0.45
H 0.94 -1.45 -1.61
H 1.30 -0.58 1.13
H 0.28 1.81 2.34
H 1.84 1.55 1.81
H -2.22 1.21 -1.07
H 2.59 0.24 -1.23
H 1.56 0.76 -2.59
H 1.28 1.40 -0.96
H -0.19 -1.35 2.94
H -1.37 -0.05 2.53
H -1.06 -1.36 1.39
H -1.15 -2.11 -2.45
H -2.59 -1.06 -1.96
*
```

E_HOMO (alpha / beta): -7.57 / -7.57 eV
Kohn-Sham gap (alpha / beta): 8.508 / 8.509 eV
LUMO level (alpha / beta): 0.934 / 0.934 eV

***

Which one is most stable, and which one is least stable? arrangement B is the most stable of them, while arrangement A is the least stable.